1.
Here is a molecular structure, C30H44MoN4P2Si in a non-equilibrium geometry from the Open Molecules 2025 dataset. Energies are from wB97M-V/def2-TZVPD.

Computed properties:
Charge   +2
Frontier orbital gap (alpha / beta)   4.8596 / 5.2531 eV
2S+1   3
E_HOMO (alpha / beta)   -13.346 / -13.344 eV
Relative energy (zero: lowest compared OMol25 entry of this formula, charge and spin)   56.7 kcal/mol

Positions of all 82 atoms, in Å:
Mo1 -0.452 1.275 -1.652
C1 -1.293 1.610 -3.461
C2 -1.201 0.174 -3.209
C3 -0.341 -0.779 -4.066
C4 1.096 -0.241 -4.286
C5 1.526 0.493 -3.030
C6 1.283 1.851 -2.725
C7 0.812 2.884 -3.737
C8 -0.380 2.320 -4.503
C9 0.652 1.000 2.448
H1 -2.190 2.196 -3.172
H2 -2.123 -0.353 -2.902
H3 -0.819 -0.990 -5.036
H4 -0.284 -1.767 -3.573
H5 1.759 -1.112 -4.434
H6 1.198 0.288 -5.262
H7 2.388 0.025 -2.534
H8 1.885 2.289 -1.901
H9 1.636 3.143 -4.382
H10 0.513 3.760 -3.164
H11 -0.964 3.153 -4.904
H12 -0.095 1.716 -5.394
H13 1.390 1.665 2.927
H14 0.635 1.477 1.440
H15 1.157 -0.002 2.346
P1 1.872 -0.597 0.193
P2 -1.157 -1.037 1.129
N1 3.202 0.474 -0.412
N2 2.965 -1.700 0.852
N3 -2.038 0.457 0.086
N4 -2.595 -2.140 1.464
C10 0.882 -1.651 -0.914
C11 -0.519 -1.952 -0.273
C12 3.132 1.854 -0.185
C13 4.277 2.466 -0.655
C14 5.095 1.450 -1.230
C15 4.417 0.245 -1.076
C16 3.813 -1.329 1.926
C17 4.450 -2.457 2.386
C18 3.998 -3.561 1.601
C19 3.107 -3.079 0.674
C20 -1.977 1.881 0.255
C21 -2.882 2.457 -0.664
C22 -3.442 1.432 -1.426
C23 -2.942 0.226 -0.943
C24 -3.847 -2.322 0.853
C25 -4.610 -3.192 1.627
C26 -3.840 -3.526 2.785
C27 -2.610 -2.882 2.660
H16 1.367 -2.590 -1.182
H17 0.771 -1.137 -1.881
H18 -1.297 -2.011 -1.060
H19 -0.439 -2.941 0.231
H20 2.267 2.289 0.276
H21 4.495 3.518 -0.582
H22 6.063 1.607 -1.672
H23 4.709 -0.733 -1.388
H24 3.891 -0.307 2.227
H25 5.174 -2.506 3.194
H26 4.300 -4.598 1.689
H27 2.566 -3.562 -0.118
H28 -1.872 2.287 1.276
H29 -3.140 3.515 -0.656
H30 -4.169 1.517 -2.230
H31 -3.241 -0.796 -1.160
H32 -4.094 -1.922 -0.103
H33 -5.594 -3.564 1.387
H34 -4.120 -4.156 3.603
H35 -1.724 -2.957 3.265
C28 -2.963 0.593 2.988
Si1 -1.081 0.865 3.365
C29 -1.218 2.558 4.212
C30 -0.863 -0.499 4.694
H36 -3.364 1.169 2.156
H37 -3.444 0.907 3.926
H38 -3.244 -0.454 2.867
H39 -2.014 2.504 4.969
H40 -0.260 2.815 4.682
H41 -1.489 3.326 3.472
H42 -1.489 -0.222 5.577
H43 -1.208 -1.502 4.378
H44 0.181 -0.608 5.050



2.
Here is 8 unconnected molecules or ions with the total composition C14H32NO28S7 in a non-equilibrium geometry from the Open Molecules 2025 dataset. Energies are from wB97M-V/def2-TZVPD.

Computed properties:
Charge   +1
Frontier orbital gap   11.0273 eV
2S+1   1
E_HOMO   -12.757 eV
Relative energy (zero: lowest compared OMol25 entry of this formula, charge and spin)   22.0 kcal/mol

Positions of all 82 atoms, in Å:
N1 -0.232 -1.105 -0.756
H1 0.542 -1.175 -1.423
H2 -1.025 -0.879 -1.366
H3 -0.074 -0.306 -0.134
H4 -0.436 -1.971 -0.253
C1 3.554 -4.900 -0.015
C2 3.357 -4.073 -1.296
O1 2.023 -4.288 -1.764
S1 1.092 -4.841 -0.563
O2 0.222 -5.833 -1.073
O3 0.509 -3.682 0.076
O4 2.268 -5.482 0.319
H5 3.943 -4.370 0.850
H6 4.238 -5.720 -0.226
H7 4.100 -4.374 -2.029
H8 3.479 -3.007 -1.108
C3 -1.385 5.012 -1.949
C4 -2.812 4.510 -1.672
O5 -2.677 3.101 -1.554
S2 -1.348 2.522 -2.287
O6 -1.629 2.419 -3.683
O7 -0.759 1.412 -1.630
O8 -0.566 3.869 -1.920
H9 -1.108 5.964 -1.508
H10 -1.453 5.289 -3.009
H11 -3.524 4.727 -2.469
H12 -3.308 4.935 -0.797
C5 -5.661 -0.675 0.806
C6 -6.255 -1.623 -0.218
O9 -5.146 -2.138 -0.914
S3 -3.755 -1.319 -0.652
O10 -3.309 -0.781 -1.921
O11 -2.889 -2.094 0.188
O12 -4.508 -0.122 0.145
H13 -5.341 -1.267 1.667
H14 -6.343 0.080 1.185
H15 -6.932 -1.107 -0.904
H16 -6.872 -2.406 0.221
C7 0.636 -1.964 -4.679
C8 2.005 -2.673 -4.981
O13 3.008 -2.160 -4.081
S4 2.440 -0.815 -3.403
O14 2.502 0.290 -4.326
O15 2.991 -0.634 -2.099
O16 0.931 -1.432 -3.391
H17 -0.163 -2.689 -4.568
H18 0.389 -1.152 -5.361
H19 2.381 -2.572 -5.994
H20 1.860 -3.712 -4.691
C9 3.097 -1.039 4.286
C10 2.869 0.410 3.929
O17 2.271 0.430 2.590
S5 2.146 -1.094 1.986
O18 2.845 -1.285 0.757
O19 0.796 -1.537 2.182
O20 3.104 -1.792 3.099
H21 2.296 -1.356 4.961
H22 4.073 -1.148 4.753
H23 3.834 0.838 3.640
H24 2.383 1.048 4.659
C11 3.271 3.670 1.472
C12 2.021 4.481 1.320
O21 1.271 3.936 0.226
S6 2.097 2.720 -0.547
O22 2.147 2.984 -1.948
O23 1.567 1.448 -0.129
O24 3.495 3.100 0.174
H25 3.128 2.835 2.161
H26 4.088 4.320 1.767
H27 2.321 5.449 0.905
H28 1.302 4.467 2.137
C13 -2.646 0.160 3.911
C14 -3.192 1.605 3.906
O25 -2.606 2.217 2.766
S7 -1.183 1.559 2.403
O26 -0.128 2.453 2.839
O27 -1.215 1.085 1.058
O28 -1.314 0.242 3.417
H29 -3.191 -0.422 3.159
H30 -2.748 -0.351 4.864
H31 -2.893 2.177 4.785
H32 -4.264 1.601 3.723



3.
Here is a molecular structure, C16H33FeN5OSSi2 in a non-equilibrium geometry from the Open Molecules 2025 dataset. Energies are from wB97M-V/def2-TZVPD.

Computed properties:
Charge   +1
Frontier orbital gap (alpha / beta)   7.6348 / 8.1562 eV
2S+1   2
E_HOMO (alpha / beta)   -10.572 / -10.408 eV
Relative energy (zero: lowest compared OMol25 entry of this formula, charge and spin)   1.1 kcal/mol

Positions of all 59 atoms, in Å:
Fe1 -1.259 0.009 -0.312
N1 -0.879 1.978 0.230
N2 -1.767 2.959 -0.236
C1 -2.625 2.643 -1.222
N3 -3.424 3.610 -1.681
S1 -2.701 1.075 -1.838
H1 -0.974 1.861 1.238
H2 0.074 2.245 -0.003
H3 -1.734 3.883 0.170
H4 -3.341 4.569 -1.388
H5 -4.064 3.392 -2.425
C2 3.560 0.343 1.134
Si1 1.699 0.366 1.372
C3 1.299 -0.818 2.772
C4 1.360 2.104 2.015
C5 0.778 -0.120 -0.210
C6 0.595 -1.589 -0.349
C7 1.476 -2.651 -0.108
C8 1.069 -3.925 -0.418
C9 -0.210 -4.140 -0.942
C10 -1.044 -3.051 -1.101
N4 -0.626 -1.823 -0.799
Si2 1.348 0.532 -1.896
C11 1.335 2.413 -1.945
C12 0.315 -0.143 -3.299
C13 3.083 -0.066 -2.281
H6 4.047 0.528 2.092
H7 3.884 1.129 0.457
H8 3.939 -0.604 0.751
H9 1.885 -0.537 3.645
H10 1.541 -1.850 2.540
H11 0.245 -0.765 3.049
H12 2.153 2.326 2.729
H13 0.426 2.175 2.566
H14 1.404 2.894 1.267
H15 2.464 -2.454 0.284
H16 1.740 -4.760 -0.268
H17 -0.549 -5.128 -1.214
H18 -2.048 -3.156 -1.477
H19 0.335 2.825 -2.089
H20 1.919 2.744 -2.802
H21 1.793 2.863 -1.066
H22 -0.756 0.049 -3.212
H23 0.468 -1.219 -3.403
H24 0.654 0.318 -4.227
H25 3.858 0.428 -1.713
H26 3.294 0.102 -3.337
H27 3.166 -1.140 -2.106
N5 -2.279 -0.874 3.733
C14 -2.111 -0.739 2.413
O1 -1.384 0.136 1.936
C15 -2.798 -1.669 1.479
C16 -2.990 -0.958 0.136
H28 -1.785 -0.263 4.364
H29 -2.873 -1.588 4.116
H30 -3.743 -2.019 1.911
H31 -2.147 -2.544 1.384
H32 -3.809 -0.249 0.212
H33 -3.283 -1.661 -0.632



4.
Here is 9 unconnected molecules or ions with the total composition C33H80Cl4O4S4 in a non-equilibrium geometry from the Open Molecules 2025 dataset. Energies are from wB97M-V/def2-TZVPD.

Computed properties:
Charge   0
Frontier orbital gap   8.3965 eV
2S+1   1
E_HOMO   -8.379 eV

Positions of all 125 atoms, in Å:
C1 4.882 2.079 2.094
S1 5.579 0.471 1.740
O1 4.841 -0.509 2.576
C2 4.927 0.363 0.064
H1 3.832 2.087 1.812
H2 5.473 2.822 1.554
H3 4.979 2.293 3.157
H4 5.000 -0.683 -0.234
H5 5.606 0.987 -0.517
H6 3.882 0.655 0.016
C3 2.449 0.517 4.749
S2 2.958 1.672 6.022
O2 3.552 2.856 5.344
C4 1.296 2.182 6.479
H7 2.108 1.081 3.882
H8 1.664 -0.134 5.134
H9 3.322 -0.085 4.500
H10 0.794 2.509 5.567
H11 1.342 2.984 7.209
H12 0.777 1.314 6.892
C5 -2.179 1.865 3.826
S3 -2.030 0.079 3.867
O3 -0.624 -0.251 3.503
C6 -2.136 -0.102 5.657
H13 -3.186 2.133 4.149
H14 -2.183 2.126 2.763
H15 -1.327 2.341 4.301
H16 -1.212 0.306 6.070
H17 -2.240 -1.163 5.862
H18 -2.976 0.457 6.066
C7 3.807 -3.372 1.408
S4 2.836 -4.141 2.691
O4 3.796 -4.663 3.686
C8 2.179 -2.622 3.387
H19 4.204 -4.183 0.799
H20 4.651 -2.847 1.859
H21 3.220 -2.652 0.841
H22 1.435 -2.110 2.777
H23 3.036 -1.950 3.495
H24 1.803 -2.806 4.391
C9 0.803 1.803 0.630
Cl1 0.603 2.592 2.191
Cl2 1.957 2.662 -0.386
Cl3 1.300 0.127 0.850
Cl4 -0.803 1.810 -0.142
C10 -1.851 -3.010 -4.527
C11 -2.624 -1.740 -4.816
C12 -2.389 -0.609 -3.800
C13 -0.920 -0.248 -3.575
C14 -0.127 0.131 -4.819
C15 1.379 0.007 -4.633
H25 -0.865 -2.852 -4.091
H26 -1.781 -3.654 -5.406
H27 -2.383 -3.638 -3.801
H28 -2.455 -1.351 -5.823
H29 -3.700 -1.940 -4.773
H30 -2.753 -0.951 -2.826
H31 -2.948 0.265 -4.142
H32 -0.907 0.584 -2.858
H33 -0.423 -1.056 -3.035
H34 -0.418 -0.554 -5.624
H35 -0.400 1.132 -5.165
H36 1.750 0.652 -3.829
H37 1.615 -1.002 -4.276
H38 1.928 0.186 -5.555
C16 -3.339 4.363 1.052
C17 -2.876 5.728 1.517
C18 -1.903 6.420 0.564
C19 -0.566 5.719 0.412
C20 0.378 6.370 -0.592
C21 -0.180 6.410 -2.017
H39 -3.860 4.398 0.085
H40 -4.092 3.929 1.717
H41 -2.537 3.633 0.928
H42 -3.748 6.354 1.718
H43 -2.399 5.577 2.496
H44 -1.764 7.457 0.888
H45 -2.400 6.486 -0.412
H46 -0.078 5.689 1.394
H47 -0.712 4.680 0.103
H48 0.632 7.392 -0.293
H49 1.318 5.810 -0.606
H50 -0.482 5.428 -2.379
H51 -1.036 7.091 -2.057
H52 0.536 6.877 -2.697
C22 -1.435 -3.090 -0.196
C23 -2.885 -2.608 -0.292
C24 -2.991 -1.116 -0.019
C25 -4.393 -0.574 -0.163
C26 -4.524 0.848 0.378
C27 -5.910 1.421 0.259
H53 -1.038 -3.003 0.818
H54 -0.813 -2.435 -0.817
H55 -1.311 -4.117 -0.539
H56 -3.273 -2.812 -1.297
H57 -3.524 -3.149 0.410
H58 -2.239 -0.590 -0.608
H59 -2.751 -0.989 1.048
H60 -4.693 -0.610 -1.221
H61 -5.108 -1.235 0.340
H62 -4.227 0.826 1.435
H63 -3.787 1.484 -0.125
H64 -5.979 2.423 0.684
H65 -6.242 1.447 -0.781
H66 -6.626 0.789 0.793
C28 1.961 -2.052 -1.671
C29 3.151 -2.811 -2.222
C30 2.905 -4.335 -2.225
C31 1.895 -4.778 -3.286
C32 1.788 -6.296 -3.432
C33 0.573 -6.699 -4.271
H67 1.042 -2.252 -2.220
H68 2.135 -0.975 -1.635
H69 1.725 -2.345 -0.641
H70 3.332 -2.557 -3.271
H71 4.073 -2.629 -1.667
H72 2.562 -4.710 -1.253
H73 3.855 -4.856 -2.395
H74 0.902 -4.425 -2.989
H75 2.143 -4.320 -4.251
H76 2.686 -6.751 -3.847
H77 1.591 -6.698 -2.432
H78 0.396 -7.772 -4.159
H79 -0.325 -6.183 -3.931
H80 0.740 -6.525 -5.336



5.
Here is 2 unconnected molecules or ions with the total composition C31H37ClF9N3O3 in a non-equilibrium geometry from the Open Molecules 2025 dataset. Energies are from wB97M-V/def2-TZVPD.

Computed properties:
Charge   0
Frontier orbital gap   1.7374 eV
2S+1   1
E_HOMO   -4.746 eV
Relative energy (zero: lowest compared OMol25 entry of this formula, charge and spin)   0.0 kcal/mol

Positions of all 84 atoms, in Å:
C1 0.513 -0.085 -0.421
C2 -0.190 -0.175 -1.851
C3 0.216 0.994 -2.896
Cl1 -1.027 1.175 -4.283
N1 0.548 2.302 -2.253
C4 1.903 2.899 -2.297
C5 3.090 2.135 -3.065
C6 3.670 0.861 -2.201
C7 4.136 -0.274 -3.226
F1 5.532 -0.348 -3.606
C8 3.252 -1.231 -3.855
F2 2.695 -0.850 -5.135
F3 2.935 -2.520 -3.324
C9 2.252 4.261 -1.579
C10 3.713 4.873 -1.663
F4 3.968 5.185 -3.062
F5 3.927 6.110 -1.003
C11 4.882 3.905 -1.050
F6 4.387 3.057 -0.004
F7 5.895 4.727 -0.439
C12 1.121 4.986 -0.792
C13 1.238 6.333 0.042
O1 0.911 7.421 -0.477
O2 1.736 6.261 1.409
F8 1.198 7.338 2.062
C14 -0.332 4.359 -0.782
C15 -1.554 5.099 -0.014
C16 -1.782 4.436 1.461
F9 -3.225 4.234 1.639
C17 -0.525 2.995 -1.542
C18 -2.049 2.462 -1.383
C19 -3.036 3.048 -2.413
C20 -4.542 2.584 -2.257
C21 -4.714 1.615 -1.035
C22 -3.589 1.145 -0.088
N2 -2.252 1.596 -0.278
H1 0.894 0.942 -0.104
H2 -0.156 -0.469 0.443
H3 1.430 -0.793 -0.428
H4 0.140 -1.185 -2.319
H5 -1.346 -0.249 -1.816
H6 1.111 0.532 -3.468
H7 3.989 2.776 -3.317
H8 2.689 1.722 -4.072
H9 2.911 0.504 -1.427
H10 4.642 1.265 -1.713
H11 5.431 3.315 -1.875
H12 -1.424 6.235 0.031
H13 -2.564 4.932 -0.558
H14 -1.324 3.376 1.477
H15 -1.408 5.109 2.303
H16 -2.720 3.770 -3.247
H17 -5.380 2.901 -2.957
H18 -5.776 1.221 -0.823
H19 -3.828 0.456 0.803
C23 -2.676 -3.914 4.117
C24 -1.257 -4.448 3.835
C25 -1.293 -5.990 3.731
C26 -1.966 -6.542 2.477
C27 -1.884 -5.603 1.276
C28 -0.727 -4.580 1.330
N3 -0.854 -3.807 2.571
O3 0.100 -2.861 2.707
C29 -0.932 -3.631 0.131
C30 0.618 -5.307 1.142
C31 -0.391 -4.127 5.074
H20 -2.672 -2.827 4.233
H21 -3.086 -4.340 5.039
H22 -3.372 -4.153 3.309
H23 -0.269 -6.377 3.768
H24 -1.789 -6.416 4.611
H25 -1.507 -7.505 2.228
H26 -3.018 -6.760 2.686
H27 -1.827 -6.200 0.359
H28 -2.835 -5.061 1.206
H29 -1.855 -3.053 0.240
H30 -1.006 -4.192 -0.807
H31 -0.103 -2.925 0.021
H32 0.629 -5.850 0.190
H33 0.824 -6.036 1.929
H34 1.457 -4.606 1.117
H35 -0.805 -4.607 5.968
H36 -0.351 -3.056 5.285
H37 0.633 -4.494 4.953



6.
Here is C23H26N6O2S in the gas phase in a non-equilibrium geometry from the Open Molecules 2025 dataset. Energies are from wB97M-V/def2-TZVPD.

Computed properties:
Charge   0
Frontier orbital gap   8.0093 eV
2S+1   1
Structure (SMILES)   Cn1c(CNC(=O)c2ccccc2)nnc1SCC(=O)N1CCN(c2ccccc2)CC1
E_HOMO   -7.485 eV
Relative energy (zero: lowest compared OMol25 entry of this formula, charge and spin)   0.0 kcal/mol

Positions of all 58 atoms, in Å:
C1 -4.924 0.051 0.437
N1 -3.873 0.267 -0.515
C2 -3.265 1.449 -0.840
N2 -2.337 1.259 -1.733
N3 -2.292 -0.052 -1.993
C3 -3.198 -0.648 -1.258
C4 -3.328 -2.132 -1.186
N4 -1.994 -2.693 -1.154
C5 -1.473 -3.159 0.017
O1 -2.170 -3.436 0.972
C6 0.013 -3.290 0.034
C7 0.646 -3.173 1.268
C8 2.025 -3.209 1.355
C9 2.785 -3.379 0.210
C10 2.161 -3.529 -1.018
C11 0.781 -3.483 -1.111
H1 0.309 -3.622 -2.073
H2 2.753 -3.679 -1.909
H3 3.863 -3.402 0.272
H4 2.508 -3.106 2.316
H5 0.035 -3.048 2.150
H6 -1.369 -2.309 -1.848
H7 -3.833 -2.438 -0.266
H8 -3.874 -2.517 -2.055
S1 -3.610 2.986 -0.084
C12 -2.860 2.651 1.571
H9 -2.352 3.565 1.872
C13 -1.945 1.437 1.545
O2 -2.359 0.378 1.992
N5 -0.713 1.564 1.028
C14 -0.104 2.756 0.479
H10 0.692 3.088 1.160
C15 0.507 2.459 -0.906
N6 1.432 1.350 -0.837
C16 2.763 1.549 -0.495
C17 3.458 2.661 -0.987
C18 4.797 2.849 -0.713
C19 5.498 1.933 0.053
C20 4.832 0.820 0.531
C21 3.489 0.628 0.269
H11 3.015 -0.253 0.673
H12 5.359 0.090 1.128
H13 6.546 2.082 0.267
H14 5.300 3.719 -1.110
H15 2.955 3.382 -1.613
C22 0.723 0.179 -0.375
H16 -0.107 0.008 -1.068
C23 0.167 0.407 1.034
H17 0.990 0.594 1.733
H18 -0.409 -0.453 1.379
H19 1.367 -0.699 -0.398
H20 -0.300 2.191 -1.595
H21 0.997 3.359 -1.268
H22 -0.839 3.551 0.370
H23 -3.673 2.439 2.266
H24 -5.453 0.991 0.591
H25 -5.616 -0.698 0.057
H26 -4.494 -0.286 1.383